[1]
Computed, not measured: C20H34ClN2O4 as an isolated structure, with ωB97M-V with the def2-TZVPD basis set.

Output
net charge	+1
frontier orbital gap	0.112	Eh
energy relative to the best compared isomer or geometry (same formula, charge and spin)	1354.5	kJ/mol
LUMO energy	-5.8	eV
HOMO energy	-8.83	eV

XYZ file:
```
61
Properties=species:S:1:pos:R:3:forces:R:3
C -2.908829 5.008354 -0.230929 -0.69 2.91 5.80
N -1.544887 4.592594 0.176629 0.27 -2.80 -0.28
C -0.466052 5.390687 -0.078504 -5.30 1.97 -0.06
C 0.788848 4.988641 0.015898 2.85 -1.52 0.06
C 1.004370 3.583649 0.259571 0.70 0.65 0.50
C -0.136549 2.722694 0.501668 3.64 2.37 -1.59
C -1.364094 3.214408 0.407799 1.41 5.20 -0.09
C 2.453587 3.068469 0.378516 -1.08 -1.41 -0.02
C 3.472326 3.558292 -0.489865 -4.89 1.51 1.25
C 4.644895 3.001309 -0.500316 1.50 -2.98 2.04
N 4.805018 1.883100 0.307896 1.36 -0.73 -1.47
C 3.898398 1.343206 1.166520 1.93 -1.20 0.56
C 2.698498 1.943548 1.234434 -5.06 1.14 0.66
C 6.061991 1.102604 0.044801 -7.90 -1.94 -0.62
H -3.836729 4.597803 0.309232 2.04 0.14 -0.21
H -2.990811 4.763334 -1.166291 -0.62 -1.17 -5.47
H -2.944211 6.123975 -0.090539 -0.13 -1.09 -0.33
H -0.845021 6.433783 -0.311517 1.12 -1.24 0.22
H 1.542575 5.815978 -0.132338 -0.47 -1.57 0.28
H -0.071654 1.703211 0.627782 0.66 -2.45 0.69
H -2.048877 2.705321 0.927441 -3.64 -1.89 0.78
H 3.212477 4.382075 -1.116768 0.18 0.43 -0.40
H 5.439999 3.418423 -1.058888 0.99 -0.38 -0.46
H 4.154439 0.412731 1.849826 -0.30 1.95 -1.92
H 1.735980 1.483539 1.881086 3.00 0.88 -1.66
H 6.598030 1.549727 -0.574116 5.05 3.94 -4.92
H 5.883986 0.093717 -0.225967 -1.04 -0.84 -1.40
H 6.326798 0.903767 0.910625 4.13 -0.88 8.11
Cl 0.498923 -1.012971 1.582023 -0.52 1.33 2.85
C -1.961636 -0.614106 -2.768034 0.64 0.50 1.95
O -0.728579 -0.530948 -2.116649 1.16 -0.34 -0.63
C -0.194330 -1.804604 -1.729366 -5.26 -0.18 -2.53
C 1.004120 -1.540543 -1.116435 -0.58 -2.76 7.89
O 1.435678 -2.862340 -0.639585 1.63 1.43 0.17
C 2.713495 -2.742817 0.080932 -4.20 -6.07 1.32
H -2.775671 -0.718527 -2.094807 -0.93 0.30 1.33
H -2.145806 -1.443679 -3.363540 0.54 -1.39 -2.03
H -1.930184 0.337328 -3.169373 -1.17 1.67 -1.89
H -0.057251 -2.496951 -2.620248 -0.62 0.57 0.82
H -1.005649 -2.078241 -1.042890 0.63 -1.39 0.09
H 0.788411 -0.985310 -0.094927 0.88 -0.26 -3.10
H 1.625902 -1.163662 -1.735490 4.83 2.68 -4.26
H 3.313564 -2.199392 -0.458744 3.71 2.92 -3.31
H 3.029612 -3.943424 -0.044168 -0.21 3.39 1.34
H 2.587772 -2.223048 1.058466 -0.01 -1.19 -0.27
C -0.427251 -4.391517 1.348172 2.16 -2.39 -0.80
O -1.736942 -4.249074 1.732039 -0.45 -0.33 0.78
C -2.542915 -3.950234 0.615471 3.42 2.78 2.62
C -3.795265 -3.826773 1.144722 -6.51 -2.03 4.44
O -4.707361 -3.357248 0.140519 -0.88 0.43 1.33
C -6.035666 -3.174464 0.657221 0.74 -0.76 2.11
H -0.372185 -5.257579 0.680803 -0.18 0.01 -0.97
H 0.321229 -4.872757 2.059983 -1.27 1.66 0.34
H -0.068047 -3.537812 0.797974 0.48 0.26 0.33
H -2.581902 -4.618570 -0.117432 0.75 -2.88 -3.37
H -2.406268 -2.952924 0.341255 1.66 1.65 -1.54
H -3.847472 -3.228236 2.112770 0.17 -0.18 -1.41
H -3.978900 -4.925327 1.568490 -0.90 1.81 -0.90
H -6.422257 -4.141755 1.048525 0.57 0.77 0.89
H -6.731435 -3.057941 -0.047654 -1.92 0.12 -4.37
H -6.430238 -2.223494 1.166288 1.98 -1.14 0.74
```
Forces are in eV/Å.

Taken from the Mulliken analysis, the atomic charges in e are: -0.940, 0.132, -0.208, -0.712, 0.935, -0.421, -0.661, 1.053, -0.767, -0.350, 0.008, -0.117, -0.427, -1.391, 0.314, 0.509, 0.271, 0.287, 0.368, 0.367, 0.546, 0.468, 0.422, 0.381, 0.309, 0.394, 0.429, 0.637, -0.650, -0.977, -0.337, 0.676, -0.671, -0.396, -0.904, 0.350, 0.406, 0.281, 0.229, -0.734, 0.062, 1.017, 0.504, 0.214, 0.160, -0.639, -0.387, -0.270, -0.488, -0.312, -0.888, 0.409, 0.316, 0.182, 0.408, 0.086, 0.279, 0.236, 0.327, 0.395, 0.283



[2]
Computed, not measured: a 9-piece molecular cluster, C20H34FN8O2SSi overall, with ωB97M-V with the def2-TZVPD basis set.

Output
net charge	-1
frontier orbital gap	0.211	Eh
energy relative to the best compared isomer or geometry (same formula, charge and spin)	0.0	kJ/mol
LUMO energy	2.2	eV
HOMO energy	-3.49	eV

XYZ file:
```
67
Properties=species:S:1:pos:R:3:forces:R:3
C -1.737844 -2.361570 2.189817 -0.05 0.13 -0.07
Si -1.979121 -0.563256 1.654898 0.18 0.18 -0.46
C -2.419506 0.549017 3.098923 0.02 -0.09 0.11
C -0.319441 0.038537 1.016333 -0.30 -0.25 -0.02
C -3.178648 -0.456094 0.239730 -0.39 -0.12 0.48
S -4.757823 -0.294130 0.761945 0.47 0.02 -0.17
O -5.178306 1.068623 0.939833 -0.08 0.52 0.13
O -5.263821 -1.206533 1.761506 -0.14 -0.28 0.15
F -5.574968 -0.765038 -0.560238 -0.17 -0.12 -0.32
H -1.065649 -2.450377 3.042544 0.06 -0.04 0.14
H -1.270808 -2.874598 1.347427 0.07 -0.09 -0.09
H -2.678603 -2.863902 2.402582 -0.13 0.00 0.13
H -2.311421 1.583880 2.779893 -0.13 0.15 -0.06
H -1.708583 0.403885 3.913295 0.12 -0.09 0.05
H -3.419317 0.390049 3.494331 -0.18 0.03 -0.04
H -0.577895 0.762948 0.257377 0.12 0.13 -0.17
H 0.236638 -0.759421 0.531487 0.11 -0.03 0.05
H 0.286403 0.541178 1.762683 0.06 -0.11 0.10
H -3.167624 -1.411122 -0.287556 0.08 -0.08 -0.15
C 3.528939 1.063445 1.800852 0.38 -0.05 -0.20
C 2.474241 1.572169 2.654658 -0.25 -0.04 -0.16
N 1.583930 1.974544 3.255237 0.16 0.24 0.38
H 3.247895 1.181290 0.755136 -0.11 -0.02 0.01
H 4.447479 1.617709 1.986582 -0.01 0.04 0.04
H 3.718145 0.008061 1.986412 -0.15 -0.03 0.05
C -2.326573 -4.010979 -2.549226 -0.08 -0.26 -0.08
C -1.482032 -2.883010 -2.192848 -0.20 0.11 0.07
N -0.883229 -1.947127 -1.907410 0.33 -0.06 -0.13
H -2.306417 -4.173058 -3.626645 0.03 0.03 -0.01
H -1.994961 -4.925955 -2.061474 0.07 0.04 0.05
H -3.355220 -3.833979 -2.246576 0.00 0.10 0.09
C -5.949180 -2.951081 -4.384450 -0.05 0.18 -0.12
C -5.800433 -3.993333 -3.382740 -0.02 0.03 0.05
N -5.665415 -4.804261 -2.583650 -0.01 -0.17 -0.02
H -6.701694 -2.232312 -4.066787 0.00 0.00 0.06
H -5.006648 -2.422447 -4.517153 0.02 -0.01 0.05
H -6.250179 -3.380783 -5.337927 0.00 -0.04 0.01
C -2.488483 3.260313 -1.693253 -0.20 -0.10 -0.20
C -1.347415 3.150366 -0.802348 -0.19 0.02 0.26
N -0.502799 3.062730 -0.031968 0.34 0.40 -0.11
H -2.535689 4.254442 -2.135722 0.05 0.01 0.02
H -2.415784 2.518572 -2.486154 0.01 -0.04 0.02
H -3.403660 3.067078 -1.134919 0.02 -0.09 0.07
C 2.397372 -3.825867 -1.958625 -0.01 -0.34 -0.24
C 2.298074 -2.821328 -0.916302 -0.11 0.09 -0.09
N 2.221860 -1.991153 -0.129159 0.33 -0.01 0.15
H 2.470031 -4.827132 -1.536877 -0.02 0.04 0.11
H 1.526292 -3.792743 -2.611035 -0.07 0.13 0.08
H 3.281536 -3.652797 -2.567462 0.02 0.01 -0.01
C 5.132508 -0.944631 -2.685934 -0.03 0.18 0.15
C 5.075199 -2.074926 -3.600207 0.00 0.03 -0.01
N 5.010396 -2.973778 -4.310908 0.04 -0.04 -0.04
H 5.224096 -0.011906 -3.237002 -0.02 0.02 -0.06
H 4.226597 -0.900055 -2.081529 -0.03 -0.03 -0.01
H 5.987609 -1.038091 -2.019839 0.02 -0.05 -0.01
C 3.403107 4.790060 5.564151 -0.21 0.07 0.12
C 4.182852 3.930316 4.691449 0.02 -0.02 0.01
N 4.799478 3.247103 4.008910 0.19 0.02 -0.10
H 2.437266 4.329550 5.765442 -0.01 -0.05 -0.05
H 3.924409 4.945757 6.506539 0.04 -0.03 -0.01
H 3.235107 5.756088 5.092390 0.01 0.00 -0.04
C 3.169669 4.924794 0.468286 -0.15 0.11 0.18
C 3.727538 4.062620 -0.559895 -0.06 -0.18 0.06
N 4.152258 3.338567 -1.341335 0.13 0.00 -0.13
H 2.232628 4.503231 0.833320 -0.03 -0.06 -0.05
H 3.863333 5.004526 1.303788 0.04 -0.03 -0.01
H 2.977626 5.918624 0.068625 0.00 0.00 -0.04
```
Forces are in eV/Å.

Taken from the Mulliken analysis, the atomic charges in e are: -1.077, 0.311, -1.174, 0.448, 0.075, 0.989, -0.674, -0.686, -0.317, 0.316, 0.249, 0.325, 0.288, 0.345, 0.374, 0.064, -0.257, -0.318, -0.310, -0.775, 0.393, -0.473, 0.157, 0.343, 0.353, -0.714, 0.342, -0.321, 0.349, 0.311, 0.016, -0.767, 0.391, -0.430, 0.273, 0.262, 0.313, -0.838, 0.491, -0.411, 0.342, 0.248, 0.231, -0.560, 0.335, -0.347, 0.279, 0.170, 0.056, -0.557, 0.369, -0.442, 0.288, 0.093, 0.256, -0.854, 0.420, -0.398, 0.277, 0.291, 0.268, -0.695, 0.399, -0.445, 0.197, 0.215, 0.327



[3]
Computed, not measured: C20H34MnN8O4PS as an isolated structure, with ωB97M-V with the def2-TZVPD basis set.

Output
2S+1	5
net charge	+2
frontier orbital gap (spin up / spin down)	0.161 / 0.235	Eh
energy relative to the best compared isomer or geometry (same formula, charge and spin)	135.0	kJ/mol
LUMO energy (spin up / spin down)	-9.2 / -7.2	eV
expectation value of S²	6.11
HOMO energy (spin up / spin down)	-13.62 / -13.62	eV

XYZ file:
```
69
Properties=species:S:1:pos:R:3:forces:R:3
Mn 0.364046 -0.260227 -0.530177 -1.01 0.12 2.04
N 0.129316 1.433446 1.100135 0.41 -0.19 -0.38
N -0.920803 1.235333 2.000439 -0.20 -0.12 0.14
C -1.815923 0.264469 1.830670 0.33 0.13 -0.04
N -2.794285 0.117464 2.708480 -0.05 -0.05 -0.13
S -1.759658 -0.828330 0.508122 0.53 -0.11 -0.54
H 0.945113 1.744252 1.620561 0.03 -0.15 0.11
H -0.096540 2.194587 0.402641 -0.13 0.21 0.04
H -1.089768 1.949044 2.696970 0.05 0.06 0.00
H -2.921585 0.722265 3.506273 0.02 0.01 -0.01
H -3.455993 -0.630210 2.568148 -0.09 0.07 0.09
C 2.543565 3.791361 -4.619653 -0.17 -0.23 0.12
C 1.604902 4.115039 -3.466792 0.40 0.74 -0.33
C 2.343025 4.799294 -2.324238 -0.20 -0.28 0.06
C 0.422409 4.950206 -3.931854 -0.10 -0.25 0.10
O 1.148172 2.796394 -2.991175 -0.39 -0.46 0.27
P -0.102695 2.463396 -2.125883 -0.45 0.70 -0.39
O -0.270414 3.178211 -0.838790 -0.09 0.33 -0.16
O 0.220017 0.950749 -1.753154 -0.06 -0.24 -1.21
O -1.406995 2.527040 -2.998197 0.62 -0.38 0.43
C -1.901544 1.613191 -4.056744 -0.25 -0.33 -0.57
C -0.774567 1.069127 -4.933887 0.01 0.35 0.35
C -2.664034 0.477464 -3.380258 0.15 0.34 0.18
C -2.841074 2.463796 -4.896241 0.11 0.13 0.22
H 2.996516 4.700344 -5.010763 -0.02 0.04 0.03
H 1.997138 3.298278 -5.424294 0.01 0.04 -0.04
H 3.331235 3.117480 -4.282753 0.06 0.06 0.00
H 2.709159 5.769626 -2.654290 0.02 0.00 0.00
H 3.189170 4.192278 -2.000890 0.03 0.03 -0.02
H 1.669721 4.944314 -1.478904 0.03 0.08 0.01
H 0.773307 5.926062 -4.261810 0.03 0.01 0.01
H -0.290785 5.098253 -3.117786 -0.01 0.10 -0.03
H -0.092060 4.471987 -4.766225 -0.01 0.01 0.01
H -0.056570 0.501973 -4.348248 0.13 -0.14 0.05
H -0.245002 1.882384 -5.428449 0.01 0.00 -0.04
H -1.193804 0.412901 -5.694733 -0.05 0.03 0.01
H -1.989710 -0.110121 -2.758574 0.04 -0.14 0.03
H -3.108358 -0.177497 -4.127953 0.01 0.03 -0.02
H -3.454001 0.879341 -2.745957 -0.04 -0.02 -0.02
H -2.288507 3.266955 -5.382775 -0.03 0.01 -0.02
H -3.617843 2.905271 -4.273273 -0.03 -0.01 -0.01
H -3.308179 1.847806 -5.663148 0.00 -0.01 0.00
C 2.303018 -1.880674 2.329212 0.00 0.13 -0.01
C 2.248517 -2.278741 0.901359 0.00 0.04 0.31
N 1.381581 -1.793334 0.013544 0.25 -0.38 -0.37
C 1.615020 -2.448668 -1.193421 0.17 -0.25 -0.21
C 2.638005 -3.312431 -1.019257 -0.11 0.01 -0.06
N 3.023628 -3.196700 0.299679 -0.42 0.18 -0.16
C 4.145703 -3.913756 0.917272 0.33 0.03 0.35
N 5.139823 -3.009638 1.383442 0.10 0.01 -0.41
N 5.283232 -2.785826 2.720101 -0.12 -0.11 0.18
N 6.217428 -1.956031 2.907689 0.22 0.14 0.38
C 6.754436 -1.579262 1.694275 -0.46 -0.37 -0.67
C 7.791132 -0.704503 1.370327 0.04 0.02 0.11
C 8.060192 -0.514126 0.033182 0.09 0.02 0.12
C 7.329017 -1.175880 -0.967699 -0.09 -0.02 -0.05
C 6.307291 -2.052539 -0.668584 -0.08 -0.10 -0.11
C 6.044047 -2.252673 0.683888 0.24 0.30 0.42
H 1.316043 -1.534331 2.633122 -0.01 -0.06 0.02
H 3.017847 -1.071556 2.492016 0.08 -0.07 -0.02
H 2.606354 -2.713291 2.960486 0.00 0.03 0.02
H 1.011628 -2.277363 -2.075816 0.07 -0.05 -0.02
H 3.087207 -4.014038 -1.700817 0.06 0.00 0.04
H 4.555981 -4.592094 0.170767 -0.10 0.00 -0.04
H 3.796503 -4.483579 1.777657 -0.02 -0.02 -0.05
H 8.359801 -0.216924 2.149772 0.00 0.06 -0.02
H 8.857871 0.153633 -0.260840 0.01 0.00 0.01
H 7.578728 -0.989987 -2.003612 0.00 -0.02 -0.01
H 5.747783 -2.554849 -1.448111 0.07 -0.02 -0.02
```
Forces are in eV/Å.

Taken from the Mulliken analysis, the atomic charges in e are: 0.638, -0.318, -0.337, 0.934, -0.414, -0.242, 0.281, 0.386, 0.250, 0.218, 0.229, -1.576, 1.376, -1.581, -1.383, 0.009, 1.091, -1.060, -0.309, -0.305, 1.532, -1.294, -1.364, -1.619, 0.420, 0.338, 0.364, 0.457, 0.348, 0.336, 0.530, 0.371, 0.246, 0.222, 0.250, 0.521, -0.015, 0.472, 0.352, 0.356, 0.394, 0.419, -1.469, 1.058, -0.362, -0.600, -0.448, 0.210, -1.197, 0.771, -0.489, -0.561, 0.188, -0.659, -0.535, -0.623, -0.711, 1.284, 0.375, 0.258, 0.444, 0.652, 0.468, 0.456, 0.319, 0.452, 0.400, 0.409, 0.387